No. 1
The following is a DFT calculation (ωB97M-V with the def2-TZVPD basis set) of a molecular structure, C27H49CrN3SSbSi2 at a distorted geometry.

Summary:
**Kohn-Sham gap (spin up / spin down)**: 7.20 / 6.92 eV
**Charge**: 0
**⟨S²⟩**: 0.80
**Spin multiplicity**: 2
**M**: 677.705 u
**HOMO (spin up / spin down)**: -7.498 / -7.210 eV
**ΔE to the lowest compared entry with this formula, charge and spin**: 0.0 kcal/mol

Geometry (Å):
1 Sb -1.6613 2.3894 -2.8068
2 Cr 0.1243 -0.9051 0.5213
3 S 2.0462 -0.3364 -1.0291
4 Si -0.7644 0.9490 1.8046
5 Si -0.8028 -2.3816 2.1874
6 N 2.1922 -0.7172 1.8943
7 N 3.4191 -0.5836 1.2370
8 N 4.6483 -0.1402 -0.6403
9 C -2.4847 -4.1227 -2.4596
10 C -1.5010 -1.2394 3.5671
11 C 1.0500 3.3240 -1.7716
12 C -2.5406 0.4378 5.5628
13 C -2.5528 -0.9402 5.7372
14 C -3.1096 0.1710 -4.3701
15 C 0.5326 2.2416 2.4276
16 C -2.6184 4.2176 -3.5725
17 C -1.9976 0.9727 4.4049
18 C -2.3172 5.3704 -2.6204
19 C -1.8540 1.0228 -4.5354
20 C -2.0302 -1.7607 4.7495
21 C 0.4698 2.8913 -3.1169
22 C -0.3470 -3.6519 -3.4255
23 C -2.4100 -2.9519 -1.7251
24 C 0.7757 3.9274 -4.1900
25 C -2.2058 -3.6007 1.7354
26 C -1.2390 -0.8446 -1.0398
27 C -1.8206 1.6852 -5.9062
28 C -2.1521 2.0566 1.0966
29 C -0.2668 -2.4866 -2.6806
30 C 0.4395 -3.4931 3.1729
31 C -1.4786 0.1557 3.3972
32 C -4.1195 3.9477 -3.6361
33 C -1.4557 -4.4793 -3.3204
34 C 3.4234 -0.3593 -0.1039
35 C -1.2972 -2.1072 -1.8100
36 H 0.0520 3.2005 2.6304
37 H 0.6150 4.2730 -1.4468
38 H 5.4494 -0.5147 -0.1543
39 H -2.6272 2.4147 -6.0098
40 H -1.2521 5.6094 -2.5975
41 H 1.9590 0.1082 2.4410
42 H 0.9176 1.9344 -3.4076
43 H -2.9740 -1.3672 6.6396
44 H 1.1712 -3.9627 2.5084
45 H 1.8599 4.0399 -4.3014
46 H -1.7292 2.8780 0.5173
47 H 1.3020 2.4270 1.6713
48 H -2.9630 1.0876 6.3200
49 H -3.1731 -0.2571 -3.3679
50 H 2.1360 3.4548 -1.8396
51 H -2.5276 -4.1799 2.6037
52 H 1.0256 1.9279 3.3530
53 H -1.8802 -4.3034 0.9649
54 H 4.6904 -0.2052 -1.6441
55 H -2.7642 2.4829 1.8956
56 H -3.0731 -3.0622 1.3490
57 H 0.8482 2.5811 -1.0008
58 H -2.0358 -2.8361 4.9024
59 H 0.4432 -3.9032 -4.1230
60 H -1.5227 -5.3744 -3.9249
61 H -3.1136 -0.6584 -5.0837
62 H -2.8141 1.4921 0.4390
63 H -3.2309 -2.6649 -1.0783
64 H 0.3707 3.6429 -5.1609
65 H 4.1856 -0.1933 1.7659
66 H -0.0877 -4.2997 3.6858
67 H -0.9768 0.3760 -4.4257
68 H 0.3709 4.9056 -3.9240
69 H 0.9799 -2.9245 3.9351
70 H -2.2444 4.4570 -4.5709
71 H -4.3446 3.0739 -4.2515
72 H -4.0086 0.7651 -4.5516
73 H -2.6305 5.1255 -1.6020
74 H -4.5167 3.7626 -2.6348
75 H -3.3565 -4.7604 -2.3788
76 H -2.8567 6.2719 -2.9275
77 H 0.5898 -1.8337 -2.8059
78 H -1.9861 2.0513 4.2746
79 H -0.8705 2.1872 -6.0892
80 H -1.9586 0.9350 -6.6921
81 H -4.6530 4.8056 -4.0563
82 H -2.2448 -0.5201 -0.7646
83 H -0.7784 -0.0491 -1.6566
84 H 2.2315 -1.5230 2.5090

Forces on atoms 1 to 3 (eV/Å):
0.1181 0.2267 -0.5123
0.4998 0.4276 -1.3827
-0.4131 -0.2505 -0.0041

=====

No. 2
The following is a DFT calculation (ωB97M-V with the def2-TZVPD basis set) of a molecular structure, C27H49F6INO8S2.

Summary:
**Kohn-Sham gap**: 7.30 eV
**Charge**: -1
**M**: 820.714 u
**HOMO**: -5.629 eV

Geometry (Å):
1 I -12.4578 -2.7323 -1.0089
2 S -6.2240 -2.2613 2.3254
3 S -8.1464 -1.7751 0.3657
4 F 3.8637 3.7419 -1.1136
5 F 7.5270 -3.7433 -1.8585
6 F 6.2278 -4.3557 -0.2386
7 F 2.3638 3.3278 0.3881
8 F 4.0439 4.5943 0.8687
9 F 6.4511 -5.6123 -1.9855
10 O -5.6067 -3.4571 1.8018
11 O 3.1900 6.4950 -0.8215
12 O 8.4206 -6.7134 -0.5335
13 O -8.4872 -0.3756 0.1656
14 O -7.2803 -2.3371 -0.6560
15 O 8.9835 -4.6585 0.2198
16 O 1.1772 5.4780 -0.6905
17 O -6.2267 -2.1038 3.7627
18 N -7.7339 -2.0801 1.8479
19 C 1.9798 8.5023 -0.1320
20 C -9.7064 -2.6656 0.2772
21 C 8.2625 -5.5303 -0.4657
22 C 2.5856 -0.3043 -0.9556
23 C 3.0435 -1.7734 -0.9218
24 C -4.5718 2.1997 1.5046
25 C -2.3921 2.7506 -1.0828
26 C 3.1730 4.2597 -0.0891
27 C -4.8567 1.3611 2.7510
28 C 4.9153 -1.3828 0.7864
29 C -4.4357 -0.1023 2.6156
30 C 2.5646 7.7189 -1.2842
31 C -2.8404 3.5155 0.1632
32 C -5.3030 -0.8687 1.6098
33 C 3.6977 -2.2155 0.3850
34 C 2.3656 5.4910 -0.5670
35 C 5.6740 -1.9633 1.9911
36 C -9.7073 -3.4365 -2.1599
37 C 10.1060 -5.2026 0.9577
38 C -0.4211 1.7577 -2.3471
39 C -10.2973 -2.4983 -1.1131
40 C 7.0906 -4.7963 -1.1611
41 C -3.1048 2.6032 1.3685
42 C 1.1640 -0.0851 -1.4956
43 C 1.0056 1.2162 -2.2879
44 C 11.2933 -5.4337 0.0521
45 C -0.9362 2.2977 -1.0174
46 H -10.1894 -1.4585 -1.4132
47 H -10.3311 -2.2555 1.0665
48 H -2.0744 4.2572 0.4127
49 H -9.3550 -4.3561 -1.6920
50 H 5.5837 -1.3091 -0.0775
51 H -0.3122 3.1463 -0.7143
52 H -0.8316 1.5406 -0.2351
53 H 3.7488 -1.9654 -1.7371
54 H 4.5976 -0.3630 1.0100
55 H -4.5129 -0.5922 3.5868
56 H -3.3855 -0.1602 2.3158
57 H 12.1392 -5.7757 0.6495
58 H 0.4509 -0.0921 -0.6682
59 H 2.7470 8.7232 0.6098
60 H 11.0731 -6.1930 -0.6963
61 H 5.7321 -1.2549 2.8181
62 H 1.1695 7.9529 0.3439
63 H -2.7812 3.0780 2.3001
64 H -3.0376 1.8734 -1.2109
65 H 0.8830 -0.9268 -2.1359
66 H -6.0483 -0.2127 1.1578
67 H 11.5779 -4.5088 -0.4491
68 H -0.4539 2.5687 -3.0825
69 H 2.1806 -2.4180 -1.1100
70 H -3.7501 4.0780 -0.0669
71 H -9.4834 -3.7090 0.4987
72 H -5.1901 3.1025 1.5037
73 H 1.3691 1.0522 -3.3075
74 H 3.2796 0.2904 -1.5569
75 H -4.3352 1.8079 3.6054
76 H 4.0223 -3.2545 0.2778
77 H 9.7836 -6.1207 1.4468
78 H 1.5800 9.4456 -0.5057
79 H 10.3138 -4.4464 1.7106
80 H 2.9623 -2.2023 1.1973
81 H -5.9243 1.3957 2.9843
82 H -10.4218 -3.6951 -2.9393
83 H 5.1791 -2.8608 2.3687
84 H -4.8708 1.6316 0.6161
85 H 1.8075 7.4601 -2.0230
86 H -2.4956 1.6986 1.2685
87 H -4.7249 -1.3184 0.8050
88 H -1.0994 0.9799 -2.7182
89 H -8.8434 -2.9602 -2.6220
90 H 6.6971 -2.2418 1.7349
91 H 1.6561 1.9841 -1.8552
92 H 2.6447 0.1136 0.0532
93 H -2.5349 3.3664 -1.9771
94 H 3.3744 8.2579 -1.7696

Forces on atoms 1 to 3 (eV/Å):
0.0109 -0.0770 0.0275
-0.0565 0.1282 -0.1127
-0.0118 -0.0542 -0.0956